Here is a molecular structure, C5H6N from the OMol25 dataset. Energies are from ωB97M-V/def2-TZVPD.

The geometry in XYZ format:
```
12
Properties=species:S:1:pos:R:3
C 1.43 0.65 -0.20
C 0.15 -1.05 0.61
C -0.71 -0.72 -0.56
C 0.87 -0.66 -0.57
C 0.23 0.48 0.78
N -1.06 0.61 0.01
H 2.36 0.47 0.30
H 1.53 1.45 -0.97
H -0.16 -1.76 1.34
H -1.51 -1.40 -0.82
H -1.34 1.45 -0.52
H -1.79 0.45 0.61
```

* HOMO energy (alpha / beta): -12.74 / -16.40 eV
* net charge: +1
* LUMO energy (alpha / beta): -3.562 / -6.943 eV
* spin multiplicity: 3
* frontier orbital gap (alpha / beta): 9.17 / 9.46 eV
* relative energy (zero: lowest compared OMol25 entry of this formula, charge and spin): 93.1 kcal/mol

And the Mulliken charges, in e, turn out to be: -0.41 -0.13 -0.33 -0.22 -0.01 -0.04 0.28 0.28 0.54 0.40 0.31 0.33

---

Here is 2 unconnected molecules or ions with the total composition C5H6N2 from the OMol25 dataset. Energies are from ωB97M-V/def2-TZVPD.

The geometry in XYZ format:
```
13
Properties=species:S:1:pos:R:3
C -0.74 0.12 -2.22
C -2.06 -0.66 -0.14
C -1.67 0.33 -1.12
C 1.35 -0.22 0.40
C 1.76 0.44 1.64
N -1.97 0.19 -2.55
N -2.44 -1.41 0.64
H 0.34 -0.15 -2.39
H -1.83 1.27 -0.69
H 1.64 -1.32 0.39
H 1.45 1.41 1.70
H 2.83 0.21 1.92
H 1.33 -0.21 2.41
```

* HOMO energy (alpha / beta): -8.96 / -8.96 eV
* net charge: 0
* LUMO energy (alpha / beta): -0.610 / -0.600 eV
* frontier orbital gap (alpha / beta): 8.35 / 8.36 eV
* relative energy (zero: lowest compared OMol25 entry of this formula, charge and spin): 165.2 kcal/mol

And the Mulliken charges, in e, turn out to be: 0.13 0.16 -0.01 -0.16 -0.89 -0.52 -0.40 0.30 0.34 0.14 0.28 0.33 0.30

---

Here is a single C5H6N2 molecule from the OMol25 dataset. Energies are from ωB97M-V/def2-TZVPD.

The geometry in XYZ format:
```
13
Properties=species:S:1:pos:R:3
C -2.23 0.26 -0.04
C -1.25 -0.69 -0.03
N 0.13 -0.26 -0.07
C 0.71 1.02 -0.06
C 2.05 0.69 0.00
N 2.27 -0.68 0.05
C 1.09 -1.18 -0.06
H -1.92 1.35 -0.21
H -3.31 0.07 0.39
H -1.38 -1.81 0.02
H 0.23 2.04 0.17
H 2.87 1.38 -0.08
H 0.74 -2.19 -0.07
```

* HOMO energy: -8.98 eV
* net charge: 0
* LUMO energy: 0.928 eV
* SMILES: C=Cn1ccnc1
* frontier orbital gap: 9.91 eV
* relative energy (zero: lowest compared OMol25 entry of this formula, charge and spin): 38.6 kcal/mol

And the Mulliken charges, in e, turn out to be: -0.68 0.25 0.12 -0.09 -0.42 -0.63 0.02 0.16 0.23 0.18 0.20 0.39 0.27

---

Here is a molecular structure, C5H6N2 from the OMol25 dataset. Energies are from ωB97M-V/def2-TZVPD.

The geometry in XYZ format:
```
13
Properties=species:S:1:pos:R:3
N 2.21 -0.06 1.21
C 1.18 0.62 1.01
C 1.32 0.24 -0.34
C 0.09 -0.42 -0.94
C -0.96 -0.91 0.09
C -1.30 0.56 0.07
N -0.62 0.91 -0.96
H 1.95 0.76 -1.07
H 0.19 -0.95 -1.90
H -1.77 -1.47 -0.38
H -0.62 -1.43 0.99
H -1.95 1.21 0.66
H 0.27 0.93 1.55
```

* HOMO energy: -9.08 eV
* net charge: 0
* LUMO energy: 0.815 eV
* frontier orbital gap: 9.90 eV
* relative energy (zero: lowest compared OMol25 entry of this formula, charge and spin): 117.6 kcal/mol

And the Mulliken charges, in e, turn out to be: -0.50 0.05 -0.29 -0.05 -0.41 -0.33 -0.51 0.39 0.40 0.28 0.28 0.40 0.31

---

Here is a molecular structure, C5H6N2 from the OMol25 dataset. Energies are from ωB97M-V/def2-TZVPD.

The geometry in XYZ format:
```
13
Properties=species:S:1:pos:R:3
N 2.35 0.03 1.66
C 1.80 0.14 0.65
C 1.13 0.32 -0.62
C -0.02 -0.53 -1.01
C -0.76 -1.19 0.13
C -0.97 0.66 0.53
N -0.23 0.89 -0.71
H 1.76 0.70 -1.41
H -0.10 -0.88 -2.03
H -1.77 -1.48 -0.17
H -0.60 -0.76 1.12
H -2.03 0.87 0.46
H -0.55 1.23 1.40
```

* HOMO energy: -8.36 eV
* net charge: 0
* LUMO energy: 0.820 eV
* frontier orbital gap: 9.18 eV
* relative energy (zero: lowest compared OMol25 entry of this formula, charge and spin): 125.4 kcal/mol

And the Mulliken charges, in e, turn out to be: -0.43 0.13 0.08 0.04 -1.02 -0.54 -0.43 0.38 0.35 0.31 0.47 0.32 0.35

---

Here is a molecular structure, C5H6N2 from the OMol25 dataset. Energies are from ωB97M-V/def2-TZVPD.

The geometry in XYZ format:
```
13
Properties=species:S:1:pos:R:3
C -1.57 1.67 0.30
C 1.78 -1.26 0.13
C 0.68 -0.32 -0.23
N -0.30 1.88 -0.19
C 0.56 0.98 -0.10
C -0.71 -0.87 -0.64
N -1.11 -1.82 -1.19
H -1.68 0.34 -0.22
H -2.21 2.53 0.15
H -1.63 1.35 1.34
H 2.55 -0.72 0.67
H 2.23 -1.67 -0.78
H 1.42 -2.08 0.76
```

* HOMO energy (alpha / beta): -8.91 / -8.91 eV
* net charge: 0
* LUMO energy (alpha / beta): -0.452 / -0.453 eV
* frontier orbital gap (alpha / beta): 8.46 / 8.46 eV
* relative energy (zero: lowest compared OMol25 entry of this formula, charge and spin): 118.5 kcal/mol

And the Mulliken charges, in e, turn out to be: -0.66 -1.14 0.44 -0.42 0.42 0.12 -0.46 0.17 0.27 0.32 0.35 0.28 0.32

---

Here is a single C5H6N2 molecule from the OMol25 dataset. Energies are from ωB97M-V/def2-TZVPD.

The geometry in XYZ format:
```
13
Properties=species:S:1:pos:R:3
N 3.29 -0.33 -0.28
C 2.15 -0.34 -0.47
C 0.70 -0.33 -0.68
C -0.12 -0.82 0.53
C -1.28 0.18 0.50
C -0.67 1.38 -0.15
N 0.22 1.02 -1.00
H 0.52 -0.96 -1.57
H 0.46 -0.74 1.46
H -0.42 -1.87 0.41
H -2.18 -0.16 -0.02
H -1.49 0.64 1.52
H -1.18 2.34 -0.25
```

* HOMO energy: -10.27 eV
* net charge: 0
* LUMO energy: 0.645 eV
* SMILES: N#C[C@H]1CCC=N1
* frontier orbital gap: 10.91 eV
* relative energy (zero: lowest compared OMol25 entry of this formula, charge and spin): 29.9 kcal/mol

And the Mulliken charges, in e, turn out to be: -0.42 0.02 0.40 -0.79 -0.33 -0.20 -0.53 0.27 0.32 0.32 0.30 0.27 0.38

---

Here is a molecular structure, C5H6N2 from the OMol25 dataset. Energies are from ωB97M-V/def2-TZVPD.

The geometry in XYZ format:
```
13
Properties=species:S:1:pos:R:3
C -1.17 -0.46 -0.08
C -1.33 1.05 0.24
C 0.13 0.83 0.47
N 1.15 1.18 -0.25
C 1.86 -0.01 -0.39
C 1.22 -1.06 0.20
N 0.06 -0.54 0.81
H -0.69 -0.73 -1.04
H -1.98 -1.14 0.16
H -1.57 1.77 -0.54
H -1.92 1.24 1.15
H 2.77 -0.02 -0.97
H 1.47 -2.11 0.24
```

* HOMO energy: -8.92 eV
* net charge: 0
* LUMO energy: 1.022 eV
* frontier orbital gap: 9.95 eV
* relative energy (zero: lowest compared OMol25 entry of this formula, charge and spin): 49.7 kcal/mol

And the Mulliken charges, in e, turn out to be: -0.50 -0.46 0.60 -0.63 -0.16 -0.47 -0.26 0.30 0.28 0.28 0.25 0.41 0.36

---

Q: Look up the net charge of the third one.
A: 0

---

Copy entry 8 word for word.
Here is a molecular structure, C5H6N2 from the OMol25 dataset. Energies are from ωB97M-V/def2-TZVPD.

The geometry in XYZ format:
```
13
Properties=species:S:1:pos:R:3
C -1.17 -0.46 -0.08
C -1.33 1.05 0.24
C 0.13 0.83 0.47
N 1.15 1.18 -0.25
C 1.86 -0.01 -0.39
C 1.22 -1.06 0.20
N 0.06 -0.54 0.81
H -0.69 -0.73 -1.04
H -1.98 -1.14 0.16
H -1.57 1.77 -0.54
H -1.92 1.24 1.15
H 2.77 -0.02 -0.97
H 1.47 -2.11 0.24
```

* HOMO energy: -8.92 eV
* net charge: 0
* LUMO energy: 1.022 eV
* frontier orbital gap: 9.95 eV
* relative energy (zero: lowest compared OMol25 entry of this formula, charge and spin): 49.7 kcal/mol

And the Mulliken charges, in e, turn out to be: -0.50 -0.46 0.60 -0.63 -0.16 -0.47 -0.26 0.30 0.28 0.28 0.25 0.41 0.36

---

Q: Look up the relative energy (zero: lowest compared OMol25 entry of this formula, charge and spin) of the eighth one.
A: 49.7 kcal/mol